1.
Entry from the Open Molecules 2025 dataset: a molecular structure, C20H31BGaNO2 at a distorted geometry (wB97M-V/def2-TZVPD).

HOMO energy (spin up / spin down) (hartree): -0.2750 / -0.2698

CARTESIAN COORDINATES (ANGSTROEM)
O (0.1785, -2.8235, -0.2724)
C (-0.9398, -3.7433, -0.1253)
C (0.0082, -4.8604, 0.2907)
H (-1.4653, -3.9339, -1.0616)
H (-1.6710, -3.4605, 0.6282)
C (1.1110, -3.9366, -0.2358)
H (-0.0327, -5.8381, -0.1691)
H (0.0546, -4.9965, 1.3756)
C (1.5255, -4.2676, -1.6528)
H (0.6299, -4.4458, -2.2775)
H (2.1672, -5.1632, -1.6116)
H (2.0786, -3.4356, -2.1030)
C (2.2496, -3.6816, 0.7189)
H (1.9001, -3.8168, 1.7507)
H (2.6704, -2.6764, 0.6180)
H (3.0264, -4.4168, 0.4838)
Ga (-1.1923, -0.7515, -2.1047)
C (-0.0626, 0.2856, 2.1738)
C (-1.4167, 0.4381, 1.7324)
C (-1.9656, -0.8575, 1.5695)
H (-1.9522, 1.3729, 1.5671)
C (-0.9733, -1.8011, 1.9441)
C (0.2193, -1.1055, 2.2514)
H (1.1803, -1.5564, 2.4837)
H (0.6470, 1.0782, 2.4008)
H (-2.9785, -1.0764, 1.2369)
H (-1.1038, -2.8665, 2.0856)
C (0.7200, 1.6474, -1.4843)
C (1.6183, 0.8108, -0.6473)
C (1.7055, -0.4596, -1.1224)
H (2.1482, 1.2166, 0.2189)
C (0.8667, -0.6074, -2.3110)
C (0.1659, 0.6836, -2.5281)
H (0.0470, 1.1232, -3.5187)
H (1.2110, 2.5237, -1.9460)
H (2.3807, -1.2343, -0.7507)
H (1.1242, -1.2631, -3.1438)
O (-1.7048, -4.8407, -2.8303)
C (-1.1825, -6.1952, -2.6551)
C (-2.1401, -7.2280, -3.2486)
H (-1.1158, -6.4145, -1.5754)
H (-0.1628, -6.2271, -3.0568)
C (-3.4571, -6.4318, -3.4338)
H (-2.2638, -8.0228, -2.5105)
H (-1.7622, -7.6787, -4.1752)
C (-3.1142, -4.9577, -3.1150)
H (-4.2239, -6.8264, -2.7562)
H (-3.8293, -6.5433, -4.4549)
H (-3.6713, -4.6153, -2.2284)
H (-3.3548, -4.2965, -3.9592)
B (0.0148, 4.2065, 1.2481)
C (-0.2986, 3.0901, 0.2815)
N (-0.4032, 2.2369, -0.5453)
H (1.2225, 4.0686, 1.4414)
H (-0.6944, 4.0827, 2.2242)
H (-0.2323, 5.2001, 0.5735)



2.
Entry from the Open Molecules 2025 dataset: 6 unconnected molecules or ions with the total composition H12O6 (wB97M-V/def2-TZVPD).

Structure (SMILES): O.O.O.O.O.O
HOMO energy (hartree): -0.4115

CARTESIAN COORDINATES (ANGSTROEM)
O (-0.3220, 4.8425, 0.3508)
H (0.2508, 4.7735, -0.4131)
H (-0.3886, 3.9471, 0.6825)
O (-0.2960, 0.8095, 1.7036)
H (-1.0115, 0.2174, 1.4721)
H (0.4658, 0.2384, 1.8020)
O (-5.0140, 0.2924, -2.8447)
H (-5.6594, 0.8889, -3.2241)
H (-4.4557, 0.8537, -2.3066)
O (-3.0811, -2.1276, 0.1629)
H (-3.5245, -2.5811, 0.8798)
H (-3.6102, -2.3253, -0.6099)
O (4.8584, -1.8718, 3.2139)
H (4.1472, -2.5036, 3.1073)
H (5.6047, -2.2732, 2.7689)
O (3.8645, -0.7024, -2.3007)
H (3.8148, -1.2476, -1.5155)
H (4.3565, -1.2309, -2.9291)